Entry 1:
Entry from OMol25: a cluster of 2 separate species, C4H11N2O2 in total at a distorted geometry (wB97M-V/def2-TZVPD).

For the electronic energy, the calculation gives -419.01196 Eh. Its net charge is -1. Its energy relative to the best compared isomer or geometry (same formula, charge and spin) is 207.6 kJ/mol. As for the multiplicity: 1. As for the HOMO-LUMO gap: 7.84 eV. As for the LUMO energy: 3.773 eV. For the highest occupied orbital energy, the calculation gives -4.0659 eV.

Last columns: bonded neighbours and bond lengths (Å).
Element x y z (Å)
1 C -1.67375 0.79520 1.93304  N2 1.344, O4 1.270, H5 1.120
2 N -1.54136 1.37291 0.72647  C1 1.344, C3 1.415
3 C -0.90623 2.63702 0.71835  N2 1.415, H7 1.109, H8 1.085, H9 1.146
4 O -1.48039 1.39956 3.03293  C1 1.270
5 H -2.07802 -0.24377 1.82979  C1 1.120
6 H -1.07860 0.47322 -0.23749  O11 1.177
7 H -1.38330 3.28986 1.47702  C3 1.109
8 H -0.90716 3.14542 -0.24032  C3 1.085
9 H 0.18948 2.55001 1.04292  C3 1.146
10 C 0.66031 -0.44255 -1.06604  O11 1.377, C12 1.534, H14 1.110, H15 1.060
11 O -0.67121 -0.10940 -1.17539  H6 1.177, C10 1.377
12 C 0.78578 -1.96800 -0.96379  C10 1.534, N13 1.481, H16 1.062, H17 1.128
13 N 2.19089 -2.41940 -0.84107  C12 1.481, H18 1.029, H19 1.032
14 H 1.25136 -0.04718 -1.91777  C10 1.110
15 H 1.04908 0.00508 -0.18731  C10 1.060
16 H 0.26084 -2.27600 -0.09315  C12 1.062
17 H 0.31446 -2.44235 -1.87249  C12 1.128
18 H 2.23835 -3.38263 -0.48081  N13 1.029
19 H 2.77947 -2.33699 -1.68488  N13 1.032

Charges per atom according to natural (NBO) partitioning, unit e: atom 1 (C): 0.474, atom 2 (N): -0.690, atom 3 (C): -0.418, atom 4 (O): -0.753, atom 5 (H): 0.088, atom 6 (H): 0.476, atom 7 (H): 0.186, atom 8 (H): 0.176, atom 9 (H): 0.159, atom 10 (C): -0.047, atom 11 (O): -0.844, atom 12 (C): -0.223, atom 13 (N): -0.871, atom 14 (H): 0.114, atom 15 (H): 0.146, atom 16 (H): 0.185, atom 17 (H): 0.147, atom 18 (H): 0.346, atom 19 (H): 0.348

Entry 2:
Entry from OMol25: a cluster of 2 separate species, C2H2N2O3S in total at a distorted geometry (wB97M-V/def2-TZVPD).

For the electronic energy, the calculation gives -810.56110 Eh. Its energy relative to the best compared isomer or geometry (same formula, charge and spin) is 763.1 kJ/mol. As for the multiplicity: 1. As for the HOMO-LUMO gap (alpha / beta): 8.96 / 8.85 eV. As for the LUMO energy (alpha / beta): -1.475 / -1.446 eV. For the highest occupied orbital energy (alpha / beta), the calculation gives -10.4314 / -10.3001 eV.

Last columns: bonded neighbours and bond lengths (Å).
Element x y z (Å)
1 C -0.54025 1.72811 0.11887  C2 1.471, N3 1.231, O5 1.328
2 C -1.90299 1.90049 -0.40791  C1 1.471, O5 1.323, H9 1.121, H10 1.054
3 N 0.61174 1.34346 0.31902  C1 1.231
4 N 1.39628 -0.37381 -0.52991  S8 1.519
5 O -1.24157 2.84989 0.23414  C1 1.328, C2 1.323
6 O 3.11262 0.40820 1.22041  S8 1.385
7 O 3.69826 -1.06296 -0.64769  S8 1.392
8 S 2.77982 -0.32640 0.09477  N4 1.519, O6 1.385, O7 1.392
9 H -2.82746 1.60375 0.15217  C2 1.121
10 H -2.10674 2.02381 -1.43454  C2 1.054

Charges per atom according to natural (NBO) partitioning, unit e: atom 1 (C): 0.427, atom 2 (C): -0.090, atom 3 (N): -0.242, atom 4 (N): -0.671, atom 5 (O): -0.415, atom 6 (O): -0.823, atom 7 (O): -0.839, atom 8 (S): 2.274, atom 9 (H): 0.189, atom 10 (H): 0.189

Entry 3:
Entry from OMol25: an isolated molecule of C4H6S at a distorted geometry (wB97M-V/def2-TZVPD).

For the electronic energy, the calculation gives -554.05880 Eh. Its energy relative to the best compared isomer or geometry (same formula, charge and spin) is 297.7 kJ/mol. As for the multiplicity: 1. As for the HOMO-LUMO gap: 8.36 eV. As for the LUMO energy: 0.248 eV. For the highest occupied orbital energy, the calculation gives -8.1098 eV.

Last columns: bonded neighbours and bond lengths (Å).
Element x y z (Å)
1 C 0.31364 -2.18074 -0.94142  C2 1.294, H6 1.075, H8 1.122
2 C -0.59212 -1.38135 -1.40507  C1 1.294, S5 1.850, H7 1.144
3 C 0.01482 0.61372 0.36740  C4 1.465, S5 1.667
4 C -0.03790 1.87833 1.10536  C3 1.465, H9 1.052, H10 1.045, H11 1.143
5 S -0.92767 0.39008 -0.98901  C2 1.850, C3 1.667
6 H 0.30896 -3.18509 -1.32387  C1 1.075
7 H -1.37666 -1.68667 -2.17936  C2 1.144
8 H 1.07076 -1.94164 -0.14869  C1 1.122
9 H 0.98986 2.06252 1.23558  C4 1.052
10 H -0.26977 1.77084 2.11841  C4 1.045
11 H -0.52643 2.80083 0.64032  C4 1.143

Charges per atom according to natural (NBO) partitioning, unit e: atom 1 (C): -0.388, atom 2 (C): -0.342, atom 3 (C): -0.247, atom 4 (C): -0.751, atom 5 (S): 0.370, atom 6 (H): 0.208, atom 7 (H): 0.214, atom 8 (H): 0.236, atom 9 (H): 0.257, atom 10 (H): 0.259, atom 11 (H): 0.183